Record 1
Entry from the Open Molecules 2025 dataset: a structure of composition C8H22BF4LiN2O2 in a non-equilibrium geometry (the ωB97M-V functional and the def2-TZVPD basis).

Geometry as XYZ:
```
40
Properties=species:S:1:pos:R:3:lowdin_charge:R:1
F -2.745 -0.373 1.119 0.106
F -3.361 1.643 1.702 0.198
F -1.358 1.080 2.255 0.093
F -3.109 0.014 3.305 0.120
O -0.261 -2.092 -0.026 -0.192
O 1.639 2.568 -2.527 -0.182
N 0.377 0.769 -0.565 0.030
N 1.120 -1.094 2.099 0.112
C 0.813 -2.532 1.945 -0.318
C 0.333 1.988 -2.578 -0.174
C -1.383 -2.434 -0.916 0.056
C -0.251 1.927 -1.191 -0.386
C 0.158 3.041 -0.281 -0.041
C 2.126 2.930 -3.798 -0.095
C -0.255 -2.765 2.989 -0.013
C 0.560 -3.059 0.480 -0.108
B -2.645 0.592 2.111 -1.401
Li -0.529 -0.309 1.041 0.656
H -2.137 -2.852 -0.250 0.122
H 1.787 -2.969 2.168 0.167
H -1.333 1.800 -1.178 0.158
H 0.438 0.953 -2.902 0.126
H -0.364 2.635 -3.111 0.143
H 1.110 -0.750 3.048 0.132
H 1.520 -2.850 0.007 0.155
H 2.541 2.105 -4.377 0.089
H 0.670 0.061 -1.223 0.078
H 0.070 4.039 -0.710 0.103
H -0.478 -3.826 3.103 0.103
H -0.461 3.123 0.612 0.093
H -0.918 -3.205 -1.531 0.111
H 2.933 3.643 -3.628 0.096
H -1.138 -2.148 2.819 0.095
H 0.408 -4.128 0.330 0.166
H -1.777 -1.579 -1.467 0.116
H 0.006 -2.500 4.013 0.106
H 1.187 2.989 0.072 0.092
H 1.253 1.230 -0.363 0.080
H 1.370 3.420 -4.410 0.092
H 2.089 -1.085 1.814 0.116
```

Properties
Total charge   +1
Kohn-Sham gap (alpha / beta)   0.35436 / 0.12777 hartree
Multiplicity   2
Expectation value of S²   0.75

---

Record 2
Entry from the Open Molecules 2025 dataset: the ion C5H11BNO3 with charge +1 in a non-equilibrium geometry (the ωB97M-V functional and the def2-TZVPD basis).

Geometry as XYZ:
```
21
Properties=species:S:1:pos:R:3:lowdin_charge:R:1
O 1.849 -0.700 1.668 0.143
O -0.691 1.219 0.394 0.076
O 0.398 0.068 3.391 0.249
N 0.120 -0.876 -0.308 -0.118
C -0.713 -2.007 -0.811 0.081
C 0.272 0.147 -1.277 -0.017
C -0.585 2.454 -1.704 0.029
C -0.383 1.241 -0.888 -0.336
C -0.403 -0.230 0.870 -0.026
B 0.669 -0.234 2.166 -0.625
H 0.199 3.190 -1.806 0.101
H -0.940 -2.539 0.008 0.074
H 1.038 -1.283 -0.067 0.175
H 1.059 -0.047 4.177 0.206
H 2.761 -0.696 2.169 0.200
H -0.124 -2.492 -1.538 0.103
H 0.390 -0.160 -2.307 0.148
H -1.472 -1.493 -1.445 0.144
H -1.327 -0.623 1.408 0.191
H -0.640 2.144 -2.763 0.108
H -1.479 2.916 -1.337 0.095
```

Properties
ΔE to the lowest compared entry with this formula, charge and spin   23.95 kcal/mol
Total charge   +1
Kohn-Sham gap   0.36706 hartree
Structure (SMILES)   CC1=C[N@H+](C)[C@@H](B(O)O)O1

---

Record 3
Entry from the Open Molecules 2025 dataset: a structure of composition C16H18CrN3O in a non-equilibrium geometry (the ωB97M-V functional and the def2-TZVPD basis).

Geometry as XYZ:
```
39
Properties=species:S:1:pos:R:3:lowdin_charge:R:1
Cr -3.433 -1.342 -2.059 0.614
O -2.151 -1.054 -0.241 -0.502
N 2.463 -3.940 -1.457 0.046
N 1.852 -0.747 3.553 0.053
N -3.340 0.928 -2.237 -0.013
C -4.615 3.043 -2.491 -0.040
C 1.471 -3.448 -0.705 -0.164
C 3.611 -3.191 -1.551 -0.140
C 3.519 1.053 2.939 -0.037
C 2.459 1.677 2.126 -0.094
C -3.431 3.786 -2.270 -0.056
C -4.453 1.674 -2.367 -0.159
C -2.240 1.727 -2.139 -0.108
C 2.635 -1.490 -0.195 -0.071
C 0.941 -0.083 2.767 -0.136
C -2.468 -1.177 1.141 -0.315
C 1.480 -2.227 -0.105 -0.066
C 1.175 1.142 2.052 -0.075
C 3.700 -1.932 -0.980 -0.079
C 3.119 -0.198 3.567 -0.138
C -2.233 3.115 -2.123 -0.057
H -5.600 3.461 -2.639 0.107
H -1.338 1.181 -1.903 0.111
H -3.460 4.841 -2.497 0.106
H -0.033 -0.544 2.697 0.070
H -1.600 -1.460 1.735 0.024
H -3.202 -1.952 1.364 0.047
H 0.693 -4.182 -0.557 0.103
H 4.676 -1.471 -1.008 0.095
H 0.609 -1.865 0.422 0.088
H 3.848 -0.857 4.014 0.086
H 4.498 1.502 3.009 0.081
H 0.399 1.488 1.385 0.095
H -2.894 -0.250 1.525 0.054
H -5.358 1.089 -2.445 0.098
H 2.824 2.371 1.382 0.089
H -1.288 3.603 -1.935 0.108
H 2.803 -0.594 0.384 0.083
H 4.361 -3.675 -2.159 0.093
```

Properties
Total charge   0
Kohn-Sham gap (alpha / beta)   0.23350 / 0.27246 hartree
Multiplicity   6
Expectation value of S²   8.75

---

Record 4
Entry from the Open Molecules 2025 dataset: a structure of composition C3H16N6O5Rb in a non-equilibrium geometry (the ωB97M-V functional and the def2-TZVPD basis).

Geometry as XYZ:
```
31
Properties=species:S:1:pos:R:3:lowdin_charge:R:1
Rb 1.175 -0.390 -0.758 1.116
O 1.756 2.326 -1.485 -0.131
O -0.743 -2.357 0.098 -0.128
O 1.575 -1.353 1.773 -0.102
O 1.253 -0.203 -3.594 -0.057
O -1.042 0.930 0.690 -0.055
N 0.303 -1.101 -5.313 0.201
N 2.630 -0.980 3.669 0.171
N -0.775 0.421 -4.263 0.167
N -2.741 -0.140 1.800 0.162
N 0.984 0.249 3.317 0.194
N -1.985 1.661 2.614 0.170
C -1.858 0.843 1.622 -0.746
C 0.331 -0.299 -4.359 -0.831
C 1.673 -0.743 2.835 -0.749
H 1.339 0.648 4.174 0.119
H 2.486 2.436 -2.094 0.045
H 0.202 0.705 2.869 0.083
H -2.847 -0.800 1.043 0.109
H -1.445 2.511 2.680 0.139
H -3.644 0.163 2.137 0.115
H -2.628 1.286 3.297 0.127
H 3.159 -1.835 3.574 0.137
H -0.291 -2.684 0.876 0.024
H -1.094 0.827 -5.131 0.114
H 1.092 -1.721 -5.426 0.145
H 1.244 3.130 -1.577 0.045
H -0.463 -1.063 -5.970 0.136
H -0.880 1.085 -3.509 0.113
H -1.349 -3.060 -0.140 0.048
H 2.583 -0.491 4.551 0.117
```

Properties
ΔE to the lowest compared entry with this formula, charge and spin   0.00 kcal/mol
Total charge   +1
Kohn-Sham gap   0.37662 hartree

---

Record 5
Entry from the Open Molecules 2025 dataset: a structure of composition C25H38AgN3O4P2S in a non-equilibrium geometry (the ωB97M-V functional and the def2-TZVPD basis).

Geometry as XYZ:
```
74
Properties=species:S:1:pos:R:3:lowdin_charge:R:1
Ag -0.850 -0.542 0.134 0.536
S 1.843 -0.570 0.311 0.388
P -2.196 -2.764 0.344 0.815
P -1.440 -0.325 2.717 0.824
O 1.273 0.699 -0.193 -0.396
O 1.484 -1.712 -0.527 -0.369
O 1.606 -0.795 1.728 -0.356
O -2.566 1.337 -0.190 -0.001
N -4.013 -2.123 -5.938 0.157
N -0.907 -0.801 -2.541 0.056
N -2.901 3.579 -0.254 0.063
C 4.155 0.893 0.118 -0.051
C -2.658 3.832 1.183 -0.176
C -3.740 -3.501 -0.311 -0.289
C -3.086 -1.750 -5.368 -0.177
C -2.551 -2.859 2.152 -0.430
C 6.354 -0.101 -0.072 -0.277
C 4.387 -1.506 0.047 -0.050
C -1.500 -2.147 3.019 -0.425
C 5.531 1.021 0.017 -0.043
C -0.103 3.569 -0.847 -0.173
C 3.586 -0.376 0.136 -0.276
C 7.849 0.052 -0.208 -0.055
C -1.072 2.604 -1.572 -0.105
C -0.777 -0.870 -5.317 -0.014
C -1.226 4.328 1.387 -0.179
C 0.302 -0.434 -4.572 -0.031
C -0.146 3.466 0.698 -0.186
C 0.199 -0.418 -3.188 -0.119
C -1.926 -1.274 -4.647 -0.209
C -3.079 0.179 3.386 -0.284
C 5.763 -1.361 -0.054 -0.041
C -2.274 2.408 -0.683 -0.487
C -0.356 0.185 4.103 -0.274
C -1.942 -1.216 -3.260 -0.088
C -1.008 -4.140 0.115 -0.270
H -0.495 -2.529 2.808 0.075
H -1.281 -5.013 0.713 0.043
H -3.973 -4.440 0.201 0.044
H 1.026 -0.098 -2.564 0.096
H -0.718 -0.227 5.049 0.043
H -0.592 1.635 -1.694 0.064
H 1.218 -0.113 -5.050 0.112
H -0.004 -3.800 0.376 0.026
H -0.991 -4.420 -0.940 0.043
H -3.534 -2.403 2.307 0.067
H 6.390 -2.244 -0.121 0.111
H 5.979 2.009 0.006 0.113
H -1.365 2.973 -2.559 0.124
H -2.819 2.886 1.697 0.097
H 0.826 3.777 1.085 0.111
H -3.632 -3.702 -1.379 0.031
H -2.594 4.370 -0.801 0.116
H 0.659 -0.158 3.903 0.025
H 0.904 3.328 -1.189 0.105
H -0.743 -0.901 -6.398 0.123
H -1.154 5.350 0.994 0.109
H -3.866 0.027 2.645 0.034
H 8.117 0.358 -1.222 0.082
H 3.930 -2.487 0.050 0.115
H -1.016 4.396 2.460 0.108
H -3.324 -0.371 4.299 0.044
H 8.365 -0.885 0.004 0.073
H -0.341 1.275 4.171 0.036
H -0.254 2.411 0.983 0.088
H -3.386 4.546 1.563 0.112
H -4.570 -2.804 -0.178 0.039
H -3.050 1.247 3.618 0.029
H -2.831 -1.512 -2.711 0.113
H -1.702 -2.318 4.078 0.078
H 8.230 0.813 0.474 0.077
H 3.516 1.764 0.183 0.107
H -0.295 4.605 -1.141 0.105
H -2.642 -3.911 2.432 0.079
```

Properties
ΔE to the lowest compared entry with this formula, charge and spin   0.53 kcal/mol
Total charge   0
Kohn-Sham gap   0.28396 hartree

---

Record 6
Entry from the Open Molecules 2025 dataset: an isolated molecule of C7H10ClNO3S in a non-equilibrium geometry (the ωB97M-V functional and the def2-TZVPD basis).

Geometry as XYZ:
```
23
Properties=species:S:1:pos:R:3:lowdin_charge:R:1
Cl 2.019 -0.921 1.583 0.787
S -2.226 -0.368 0.483 0.603
O -2.966 0.554 -0.326 -0.328
O -2.086 -1.766 0.130 -0.317
O 1.319 -1.893 -0.601 -0.177
N -3.046 -0.173 1.941 -0.048
C -0.349 1.486 0.638 -0.095
C 0.786 -2.099 -1.892 -0.063
C 1.969 1.697 -0.064 -0.133
C 1.556 -0.671 -0.091 -0.686
C 2.050 0.477 -0.738 -0.096
C 0.870 2.199 0.478 -0.093
C -0.519 0.122 0.750 -0.202
H 0.843 3.246 0.640 0.105
H 2.783 2.331 -0.394 0.118
H -1.060 2.049 0.138 0.091
H 2.247 0.354 -1.785 0.109
H -3.653 0.610 1.866 0.059
H -2.349 -0.282 2.630 0.044
H -0.338 -1.988 -1.853 0.097
H -0.197 -0.560 1.443 -0.004
H 1.240 -1.294 -2.625 0.110
H 1.108 -3.111 -2.352 0.119
```

Properties
ΔE to the lowest compared entry with this formula, charge and spin   77.43 kcal/mol
Total charge   0
Kohn-Sham gap   0.31819 hartree
Structure (SMILES)   CO/C(Cl)=C/C=C\C=C\S(N)(=O)=O

---

Record 7
Entry from the Open Molecules 2025 dataset: a cluster of 2 separate species, BrH4N3 in total in a non-equilibrium geometry (the ωB97M-V functional and the def2-TZVPD basis).

Geometry as XYZ:
```
8
Properties=species:S:1:pos:R:3:lowdin_charge:R:1
Br 0.612 0.893 1.966 0.483
N 1.902 -0.067 -1.990 -0.022
N 1.159 -0.445 -1.111 -0.051
N -1.272 1.127 1.850 -0.470
H 2.649 0.476 -1.619 0.023
H -1.700 0.319 2.351 -0.001
H 0.351 -0.996 -1.452 0.053
H -1.546 1.792 2.584 -0.014
```

Properties
Total charge   0
Kohn-Sham gap   0.33465 hartree
Structure (SMILES)   [H]/N=N/[H].NBr

---

Record 8
Entry from the Open Molecules 2025 dataset: an isolated molecule of C4H4S2 in a non-equilibrium geometry (the ωB97M-V functional and the def2-TZVPD basis).

Geometry as XYZ:
```
10
Properties=species:S:1:pos:R:3:lowdin_charge:R:1
S 0.817 1.549 -0.027 0.839
S 3.097 -0.421 0.024 0.633
C 0.366 -1.355 -0.207 -0.134
C -0.962 1.442 0.050 -0.390
C 1.515 -0.025 -0.096 -1.140
C -0.222 -2.383 0.014 0.062
H -0.761 -3.234 0.241 0.004
H -1.164 1.076 -0.999 0.060
H -1.372 0.869 0.817 0.017
H -1.314 2.483 0.184 0.049
```

Properties
ΔE to the lowest compared entry with this formula, charge and spin   75.99 kcal/mol
Total charge   0
Kohn-Sham gap   0.30955 hartree
Structure (SMILES)   C#CC(=S)SC

---

Record 9
Entry from the Open Molecules 2025 dataset: an isolated molecule of C3H5NS2 in a non-equilibrium geometry (the ωB97M-V functional and the def2-TZVPD basis).

Geometry as XYZ:
```
11
Properties=species:S:1:pos:R:3:lowdin_charge:R:1
S -1.801 -0.038 -0.671 0.620
S 1.882 -0.784 -0.370 0.772
N -1.374 -0.456 0.940 -0.412
C -0.118 -0.150 1.306 -0.280
C 0.826 0.283 0.171 -0.967
C 0.797 1.783 -0.049 -0.157
H -2.969 -1.160 -0.480 0.017
H -0.048 -0.334 2.356 0.096
H 1.332 1.852 -1.039 0.074
H -0.344 2.254 -0.206 0.119
H 1.322 2.234 0.885 0.117
```

Properties
ΔE to the lowest compared entry with this formula, charge and spin   84.00 kcal/mol
Total charge   0
Kohn-Sham gap   0.29887 hartree
Structure (SMILES)   CC(=S)/C=N\S

---

Record 10
Entry from the Open Molecules 2025 dataset: a structure of composition C4H4AgO5 in a non-equilibrium geometry (the ωB97M-V functional and the def2-TZVPD basis).

Geometry as XYZ:
```
14
Properties=species:S:1:pos:R:3:lowdin_charge:R:1
Ag -1.752 0.522 -0.070 0.614
O 1.904 1.230 -0.182 -0.036
O -3.832 -0.524 -0.954 -0.226
O 3.084 -0.584 0.192 0.017
O -3.979 1.235 0.282 -0.233
O 4.131 1.288 -0.458 0.077
C -4.602 0.540 -0.540 -0.522
C 0.934 0.297 0.483 -0.202
C 1.679 -0.990 0.253 -0.215
C 3.110 0.698 -0.172 -0.666
H 1.560 -1.722 1.061 0.109
H 1.058 0.549 1.555 0.049
H 1.471 -1.478 -0.714 0.105
H -4.765 -1.062 -0.735 0.128
```

Properties
ΔE to the lowest compared entry with this formula, charge and spin   40.88 kcal/mol
Total charge   -1
Kohn-Sham gap   0.28765 hartree

---

Record 11
Entry from the Open Molecules 2025 dataset: a cluster of 2 separate species, CH7NS2 in total in a non-equilibrium geometry (the ωB97M-V functional and the def2-TZVPD basis).

Geometry as XYZ:
```
11
Properties=species:S:1:pos:R:3:lowdin_charge:R:1
S -0.712 0.051 1.651 0.205
S 1.249 -0.307 0.811 0.200
N 0.036 0.319 -2.831 -0.074
C -1.100 -0.006 -1.845 -0.200
H -0.950 1.133 0.753 -0.159
H -1.416 0.853 -1.415 0.007
H 0.371 -0.548 -3.297 0.060
H 0.773 0.842 -2.302 0.045
H -1.790 -0.518 -2.431 0.039
H -0.896 -0.837 -1.112 0.031
H 1.668 0.969 1.295 -0.153
```

Properties
ΔE to the lowest compared entry with this formula, charge and spin   31.49 kcal/mol
Total charge   0
Kohn-Sham gap   0.32823 hartree
Structure (SMILES)   CN.SS

---

Record 12
Entry from the Open Molecules 2025 dataset: a cluster of 2 separate species, C6H15OPS2 in total in a non-equilibrium geometry (the ωB97M-V functional and the def2-TZVPD basis).

Geometry as XYZ:
```
25
Properties=species:S:1:pos:R:3:lowdin_charge:R:1
S 3.040 -0.705 1.220 0.374
S 2.169 0.797 -1.414 0.613
P 1.430 -0.659 -0.081 0.247
O 1.628 -1.935 -1.036 -0.432
C 0.140 2.565 -0.510 -0.108
C -1.009 -1.236 2.098 -0.293
C 0.731 1.783 -1.726 -0.751
C -1.452 -2.344 1.187 -0.150
C -1.600 0.006 2.065 -0.030
C -0.382 0.855 -2.280 -0.132
H 2.125 -1.123 2.203 -0.172
H -2.098 -1.892 0.348 0.099
H 2.547 -1.985 -1.379 0.052
H -2.390 0.308 1.432 0.034
H -1.026 1.348 -2.929 0.053
H -1.046 0.489 -1.395 0.102
H 0.088 0.059 -2.669 0.000
H -1.947 -3.200 1.685 0.070
H -1.227 0.761 2.810 0.066
H -0.568 3.353 -0.940 0.112
H -0.532 -2.895 0.798 0.070
H -0.396 1.852 0.082 0.024
H 0.859 2.905 0.165 0.043
H -0.174 -1.517 2.717 0.066
H 1.092 2.411 -2.449 0.044
```

Properties
ΔE to the lowest compared entry with this formula, charge and spin   28.47 kcal/mol
Total charge   0
Kohn-Sham gap   0.33989 hartree
Structure (SMILES)   CC(C)SP(O)S.C=CC